*w*
{
  "formula": "C20H27ClIN3O4OsSi",
  "method": "the ωB97M-V functional and the def2-TZVPD basis",
  "elements": ["Os", "C", "C", "C", "C", "C", "C", "N", "N", "Si", "C", "C", "C", "H", "H", "H", "H", "H", "H", "H", "H", "H", "H", "H", "H", "H", "H", "H", "N", "C", "O", "C", "I", "H", "H", "H", "H", "C", "C", "C", "C", "Cl", "C", "C", "C", "O", "C", "C", "O", "O", "H", "H", "H", "H", "H", "H", "H", "H"],
  "coordinates": [[0.135, 0.259, 0.363], [-0.660, 0.175, 4.026], [0.672, -0.260, 3.519], [1.748, -0.606, 4.346], [2.964, -0.955, 3.795], [3.158, -0.959, 2.404], [2.063, -0.643, 1.658], [0.864, -0.328, 2.205], [1.834, -0.478, 0.257], [3.105, -0.750, -1.068], [3.520, -2.546, -0.879], [4.497, 0.414, -0.688], [2.258, -0.336, -2.662], [-0.743, 0.013, 5.097], [-1.459, -0.371, 3.522], [-0.802, 1.240, 3.830], [1.613, -0.592, 5.417], [3.787, -1.222, 4.444], [4.112, -1.203, 1.961], [4.058, -2.755, 0.046], [4.167, -2.849, -1.705], [2.628, -3.175, -0.910], [5.163, 0.055, 0.096], [4.137, 1.408, -0.414], [5.104, 0.534, -1.589], [1.219, -0.671, -2.697], [2.783, -0.844, -3.474], [2.277, 0.736, -2.873], [-1.548, -1.222, -2.287], [-1.723, -1.628, -1.067], [-1.288, -1.024, 0.003], [-2.455, -2.892, -0.800], [-1.002, -4.458, -0.849], [-1.089, -0.338, -2.496], [-1.901, -1.784, -3.050], [-3.213, -3.103, -1.548], [-2.879, -2.871, 0.198], [-1.910, 2.723, -5.533], [-0.530, 2.977, -4.996], [0.583, 2.951, -5.824], [1.852, 3.222, -5.328], [3.216, 3.164, -6.389], [2.030, 3.543, -3.997], [0.928, 3.566, -3.149], [-0.329, 3.278, -3.649], [-1.483, 3.251, -2.868], [-1.347, 3.441, -1.502], [-0.770, 2.223, -0.850], [-0.642, 2.110, 0.441], [-0.355, 1.220, -1.490], [-1.860, 2.336, -6.548], [-2.492, 3.645, -5.550], [-2.461, 2.014, -4.913], [0.463, 2.720, -6.874], [3.015, 3.786, -3.624], [1.091, 3.832, -2.113], [-2.334, 3.629, -1.072], [-0.719, 4.296, -1.225]],
  "e_homo_ev": [-13.09, -13.09],
  "orbital_gap_ev": [4.89, 4.89],
  "charge": 2
}

*x*
{
  "formula": "C20H27ClIN3O4OsSi",
  "method": "the ωB97M-V functional and the def2-TZVPD basis",
  "elements": ["Os", "C", "C", "C", "C", "C", "C", "N", "N", "Si", "C", "C", "C", "H", "H", "H", "H", "H", "H", "H", "H", "H", "H", "H", "H", "H", "H", "H", "N", "C", "O", "C", "I", "H", "H", "H", "H", "C", "C", "C", "C", "Cl", "C", "C", "C", "O", "C", "C", "O", "O", "H", "H", "H", "H", "H", "H", "H", "H"],
  "coordinates": [[0.233, -0.277, -0.646], [-2.604, -2.546, -1.358], [-1.619, -2.186, -2.414], [-1.682, -2.645, -3.736], [-0.735, -2.265, -4.662], [0.327, -1.415, -4.316], [0.334, -1.000, -3.019], [-0.609, -1.375, -2.121], [1.180, -0.184, -2.218], [2.817, 0.603, -2.618], [2.420, 1.796, -3.980], [3.926, -0.801, -3.097], [3.224, 1.403, -0.995], [-3.073, -3.502, -1.579], [-3.390, -1.789, -1.313], [-2.128, -2.589, -0.379], [-2.484, -3.316, -4.010], [-0.801, -2.637, -5.676], [1.084, -1.120, -5.027], [2.052, 1.307, -4.883], [3.339, 2.322, -4.253], [1.693, 2.548, -3.671], [3.638, -1.256, -4.045], [3.956, -1.578, -2.332], [4.944, -0.422, -3.216], [2.444, 2.104, -0.682], [4.143, 1.987, -1.082], [3.386, 0.663, -0.208], [-3.106, 2.294, -0.816], [-2.253, 1.556, -0.144], [-1.301, 1.008, -0.782], [-2.389, 1.414, 1.330], [-3.859, -0.078, 1.742], [-3.025, 2.410, -1.815], [-3.859, 2.764, -0.336], [-2.720, 2.339, 1.794], [-1.456, 1.083, 1.772], [-1.844, -0.532, 5.293], [-0.981, 0.438, 4.548], [-1.237, 1.803, 4.552], [-0.425, 2.689, 3.855], [-0.834, 4.369, 3.819], [0.692, 2.241, 3.174], [0.971, 0.877, 3.159], [0.126, -0.010, 3.819], [0.304, -1.372, 3.811], [1.154, -1.897, 2.840], [0.699, -1.480, 1.459], [1.526, -1.363, 0.479], [-0.480, -1.123, 1.190], [-2.680, -0.019, 5.762], [-1.272, -1.040, 6.070], [-2.231, -1.303, 4.626], [-2.089, 2.183, 5.102], [1.349, 2.947, 2.685], [1.878, 0.537, 2.674], [1.128, -2.984, 2.921], [2.197, -1.585, 2.954]],
  "e_homo_ev": -13.50,
  "orbital_gap_ev": 5.37,
  "charge": 2
}

Least stable: *w*

*w*
{
  "formula": "C2HF3",
  "method": "the ωB97M-V functional and the def2-TZVPD basis",
  "elements": ["C", "C", "H", "F", "F", "F"],
  "coordinates": [[0.818, -0.773, 0.047], [-0.418, -0.099, -0.058], [1.320, -1.974, 0.411], [1.753, 0.216, -0.073], [-1.590, -0.634, -0.045], [-0.576, 1.219, 0.080]],
  "e_homo_ev": -9.51,
  "orbital_gap_ev": 10.18,
  "charge": 0
}

*x*
{
  "formula": "C2HF3",
  "method": "the ωB97M-V functional and the def2-TZVPD basis",
  "elements": ["F", "C", "C", "F", "F", "H"],
  "coordinates": [[1.748, 0.538, -0.172], [0.760, -0.309, -0.060], [-0.566, 0.177, -0.109], [-1.674, -0.494, -0.175], [-1.147, 1.438, -0.021], [0.880, -1.351, 0.538]],
  "e_homo_ev": -9.71,
  "orbital_gap_ev": 10.46,
  "charge": 0,
  "smiles": "FC=C(F)F"
}

Least stable: *w*

*w*
{
  "formula": "C5H6Si",
  "method": "the ωB97M-V functional and the def2-TZVPD basis",
  "elements": ["C", "C", "C", "C", "C", "Si", "H", "H", "H", "H", "H", "H"],
  "coordinates": [[-2.222, -0.464, 0.129], [-2.213, 0.741, -0.323], [2.436, 0.689, 0.018], [2.458, -0.645, -0.250], [-0.950, -0.031, -0.679], [0.731, -0.119, 0.131], [-2.607, -1.421, 0.371], [-2.498, 1.723, -0.570], [3.101, 1.509, 0.021], [3.117, -1.410, -0.501], [-1.119, -0.241, -1.739], [0.010, 0.308, 2.273]],
  "e_homo_ev": -8.42,
  "orbital_gap_ev": 9.07,
  "charge": 0
}

*x*
{
  "formula": "C5H6Si",
  "method": "the ωB97M-V functional and the def2-TZVPD basis",
  "elements": ["C", "C", "C", "C", "C", "Si", "H", "H", "H", "H", "H", "H"],
  "coordinates": [[-0.486, 1.354, 0.010], [0.947, 1.384, 0.019], [-1.071, 0.045, 0.016], [-0.228, -1.024, -0.709], [-0.335, -1.028, 0.802], [1.355, -0.464, 0.032], [-0.922, 2.345, -0.064], [1.650, 2.244, 0.181], [-2.083, 0.076, 0.029], [-0.718, -1.654, -1.345], [-0.687, -1.899, 1.433], [2.577, -1.378, -0.407]],
  "e_homo_ev": -8.53,
  "orbital_gap_ev": 9.41,
  "charge": 0
}

Least stable: *w*

*w*
{
  "formula": "C2HF3O2",
  "method": "the ωB97M-V functional and the def2-TZVPD basis",
  "elements": ["C", "C", "O", "O", "F", "F", "F", "H"],
  "coordinates": [[0.560, 0.459, 0.062], [-0.735, -0.185, -0.298], [1.035, 1.422, 0.744], [1.698, 0.874, -0.461], [1.021, -1.827, 1.144], [-0.790, -0.555, -1.536], [-1.683, 0.753, -0.078], [-1.107, -0.941, 0.422]],
  "e_homo_ev": [-10.36, -10.37],
  "orbital_gap_ev": [7.91, 7.92],
  "charge": 0
}

*x*
{
  "formula": "C2HF3O2",
  "method": "the ωB97M-V functional and the def2-TZVPD basis",
  "elements": ["C", "C", "O", "O", "F", "F", "F", "H"],
  "coordinates": [[-1.883, -0.609, 0.141], [0.843, 0.453, -0.170], [-2.279, -1.616, -0.308], [1.626, -0.298, 0.566], [-2.574, 0.300, 0.812], [1.028, 0.420, -1.500], [0.693, 1.733, 0.212], [2.546, -0.382, 0.247]],
  "e_homo_ev": [-9.98, -9.31],
  "orbital_gap_ev": [9.68, 8.17],
  "charge": 0
}

Least stable: *w*

*w*
{
  "formula": "CH2ClFS",
  "method": "the ωB97M-V functional and the def2-TZVPD basis",
  "elements": ["C", "F", "S", "Cl", "H", "H"],
  "coordinates": [[-0.470, 0.055, 0.705], [0.202, 0.354, 1.801], [1.489, 0.564, -1.187], [-1.220, -1.491, 0.647], [-0.804, 0.833, 0.000], [0.802, -0.315, -1.966]],
  "e_homo_ev": [-8.83, -8.83],
  "orbital_gap_ev": [7.10, 7.10],
  "charge": 0
}

*x*
{
  "formula": "CH2ClFS",
  "method": "the ωB97M-V functional and the def2-TZVPD basis",
  "elements": ["C", "F", "S", "Cl", "H", "H"],
  "coordinates": [[-0.590, 0.352, -0.542], [1.778, -0.866, 1.020], [0.319, -1.467, 1.757], [-0.467, 2.012, -0.221], [-1.482, 0.058, -1.159], [0.442, -0.089, -0.855]],
  "e_homo_ev": [-8.87, -8.87],
  "orbital_gap_ev": [6.12, 6.12],
  "charge": 0
}

Least stable: *x*